Entry 1:
A single H3N3O2 molecule, computed with ωB97M-V/def2-TZVPD.

The geometry in XYZ format:
```
8
Properties=species:S:1:pos:R:3:mulliken_charge:R:1
H 2.265 -1.260 0.364 0.263
N 1.276 -1.118 0.497 -0.715
N 0.662 -0.244 -0.045 1.160
O 0.759 0.384 -1.065 -0.661
O -0.463 0.040 0.821 -0.226
N -1.430 0.779 0.237 -0.395
H -0.974 1.271 -0.566 0.315
H -2.095 0.147 -0.245 0.259
```

Results
Energy above the lowest of the compared OMol25 structures with the same formula, charge and spin: 1.6742 eV
Frontier orbital gap: 10.99 eV
Structure (SMILES): [H]/N=[N+](\[O-])ON



Entry 2:
A molecular structure, C44H52MnN4Si2Te, computed with ωB97M-V/def2-TZVPD.

The geometry in XYZ format:
```
104
Properties=species:S:1:pos:R:3:mulliken_charge:R:1
Mn 1.014 -1.087 0.327 -0.107
N 2.880 -2.425 2.836 0.226
C 1.584 -2.158 3.235 0.463
C 1.262 -2.456 4.564 -1.180
C 0.033 -2.102 5.061 -0.638
C -0.866 -1.444 4.224 -0.819
C -0.489 -1.218 2.929 -0.179
N 0.707 -1.574 2.415 0.512
C 3.449 -2.597 1.581 0.414
C 4.833 -2.762 1.519 -0.837
C 5.414 -3.043 0.305 -0.591
C 4.597 -3.217 -0.809 -0.937
C 3.249 -3.018 -0.659 -0.410
N 2.667 -2.648 0.505 0.318
H 3.499 -2.646 3.597 0.260
H 1.988 -2.968 5.183 0.520
H -0.227 -2.331 6.086 0.473
H -1.836 -1.115 4.572 0.588
H -1.147 -0.706 2.241 -0.185
H 5.430 -2.672 2.418 0.422
H 6.489 -3.143 0.226 0.446
H 4.998 -3.483 -1.777 0.493
H 2.583 -3.151 -1.497 0.378
C 5.088 0.718 -3.113 -0.850
C 4.797 0.784 -1.757 -0.851
C 3.630 0.233 -1.259 -0.260
C 2.694 -0.390 -2.097 0.924
C 3.029 -0.504 -3.451 -0.846
C 4.202 0.053 -3.946 -0.846
N 1.539 -0.947 -1.531 1.980
C 0.517 -1.543 -2.281 -0.042
C -0.073 -2.709 -1.758 -0.196
C -1.115 -3.354 -2.409 -1.004
C -1.581 -2.866 -3.620 -0.751
C -1.023 -1.703 -4.139 -1.256
C -0.007 -1.034 -3.474 -0.207
H 5.993 1.160 -3.508 0.429
H 5.488 1.268 -1.077 0.478
H 3.429 0.294 -0.197 0.064
H 2.387 -1.054 -4.126 0.595
H 4.419 -0.040 -5.004 0.430
H 0.328 -3.155 -0.849 0.254
H -1.543 -4.252 -1.980 0.483
H -2.367 -3.385 -4.154 0.429
H -1.391 -1.304 -5.078 0.419
H 0.371 -0.100 -3.870 0.797
C 2.538 5.697 -1.191 -0.501
C 2.733 5.100 0.049 -1.026
C 2.221 3.839 0.312 -0.201
C 1.498 3.148 -0.665 1.329
C 1.308 3.764 -1.904 -0.462
C 1.817 5.026 -2.167 -1.014
C 1.018 1.758 -0.534 0.047
C 1.003 0.940 0.522 0.606
C 1.102 1.407 1.923 -0.046
C 2.125 1.010 2.787 0.433
C 2.152 1.434 4.105 -0.845
C 1.152 2.270 4.589 -0.828
C 0.135 2.686 3.739 -0.986
C 0.109 2.256 2.420 0.186
H 2.958 6.674 -1.398 0.413
H 3.295 5.618 0.816 0.444
H 2.409 3.386 1.276 0.535
H 0.762 3.233 -2.678 0.528
H 1.661 5.480 -3.138 0.426
H 0.714 1.341 -1.490 -0.117
H 2.929 0.388 2.405 0.414
H 2.959 1.124 4.759 0.467
H 1.171 2.602 5.620 0.389
H -0.640 3.350 4.104 0.445
H -0.678 2.586 1.751 0.380
C -3.053 -3.412 1.833 -0.627
Si -4.375 -2.146 1.443 0.051
C -5.596 -2.026 2.847 -1.085
C -5.213 -2.576 -0.165 -0.922
C -3.595 -0.440 1.232 -1.079
Te -2.175 -0.377 -0.373 -0.191
C -2.365 1.754 -0.568 -0.106
Si -3.432 2.257 -2.038 0.018
C -5.173 1.650 -1.754 -0.943
C -2.719 1.468 -3.573 -0.710
C -3.399 4.112 -2.215 -1.064
H -3.456 -4.422 1.711 0.496
H -2.695 -3.321 2.863 0.217
H -2.189 -3.318 1.164 0.013
H -6.094 -2.985 3.020 0.335
H -6.369 -1.284 2.630 0.318
H -5.102 -1.734 3.779 0.309
H -5.656 -3.575 -0.130 0.372
H -4.502 -2.550 -0.995 0.206
H -6.014 -1.864 -0.388 0.302
H -3.123 -0.062 2.142 0.774
H -4.380 0.269 0.950 0.583
H -1.365 2.183 -0.638 -0.419
H -2.807 2.082 0.377 0.714
H -5.195 0.565 -1.607 0.140
H -5.804 1.882 -2.617 0.391
H -5.625 2.126 -0.878 0.319
H -2.796 0.379 -3.524 0.083
H -1.661 1.728 -3.694 0.188
H -3.250 1.808 -4.467 0.508
H -3.802 4.614 -1.331 0.334
H -4.010 4.408 -3.073 0.346
H -2.384 4.483 -2.383 0.308
```

Results
Energy above the lowest of the compared OMol25 structures with the same formula, charge and spin: 0.6144 eV
Total charge: +1
Frontier orbital gap (spin up / spin down): 5.98 / 6.99 eV
Multiplicity: 5



Entry 3:
A molecular structure, C5H6I2, computed with ωB97M-V/def2-TZVPD.

The geometry in XYZ format:
```
13
Properties=species:S:1:pos:R:3:mulliken_charge:R:1
C 0.390 0.922 -1.564 -0.362
C 1.251 0.627 -0.557 -0.245
C -0.402 -0.348 -1.337 -0.184
C 0.586 -0.579 -0.195 -0.328
C -1.131 -0.070 2.046 -0.911
I 2.956 1.543 0.223 0.124
I 1.389 -2.371 0.481 0.130
H 0.290 1.723 -2.267 0.452
H -1.439 -0.212 -1.034 0.159
H -0.350 -1.076 -2.145 0.235
H -1.952 0.309 1.476 0.320
H -0.458 0.622 2.507 0.289
H -1.129 -1.090 2.364 0.322
```

Results
Energy above the lowest of the compared OMol25 structures with the same formula, charge and spin: 3.5145 eV
Frontier orbital gap (spin up / spin down): 8.09 / 8.17 eV



Entry 4:
A single C25H29N3O3 molecule, computed with ωB97M-V/def2-TZVPD.

The geometry in XYZ format:
```
60
Properties=species:S:1:pos:R:3:mulliken_charge:R:1
C 8.738 2.362 -0.536 -1.417
C 7.432 1.650 -0.350 0.853
C 6.265 2.113 -0.938 -1.221
C 5.069 1.447 -0.750 -0.148
C 5.000 0.301 0.036 -0.084
N 3.785 -0.379 0.270 0.527
C 2.560 0.388 0.185 -0.790
C 1.458 -0.391 0.913 -1.299
N 1.298 -1.684 0.294 0.112
C 0.254 -2.127 -0.432 0.670
O 0.251 -3.219 -0.980 -0.699
C -0.960 -1.273 -0.538 0.846
C -2.268 -1.789 -0.737 -0.943
C -3.043 -0.674 -0.872 0.356
C -4.508 -0.478 -1.054 -0.567
O -5.090 -0.322 0.231 -0.592
C -6.318 0.334 0.222 0.263
C -6.352 1.729 0.244 1.001
C -5.085 2.531 0.249 -1.597
C -7.588 2.362 0.263 -0.635
C -8.759 1.628 0.264 -0.650
C -8.709 0.246 0.256 -0.593
C -7.492 -0.421 0.233 0.770
C -7.439 -1.919 0.217 -1.578
O -2.265 0.416 -0.768 -0.223
N -0.987 0.038 -0.565 -0.420
C 2.525 -2.455 0.307 -0.884
C 3.628 -1.660 -0.393 -0.606
C 6.166 -0.161 0.663 0.813
C 6.142 -1.345 1.583 -1.753
C 7.356 0.516 0.449 -0.742
H 9.002 2.907 0.370 0.290
H 8.678 3.073 -1.357 0.360
H 9.537 1.652 -0.743 0.358
H 6.289 2.998 -1.557 0.340
H 4.178 1.822 -1.231 0.416
H 2.231 0.556 -0.854 0.453
H 2.709 1.352 0.673 0.576
H 1.760 -0.546 1.955 0.260
H 0.525 0.166 0.873 0.620
H -2.551 -2.818 -0.773 0.420
H -4.936 -1.352 -1.564 0.349
H -4.681 0.417 -1.666 0.403
H -5.192 3.402 0.892 0.487
H -4.852 2.885 -0.756 0.282
H -4.251 1.931 0.603 0.321
H -7.625 3.441 0.282 0.421
H -9.713 2.134 0.280 0.391
H -9.624 -0.328 0.267 0.421
H -7.561 -2.290 -0.801 0.272
H -6.483 -2.266 0.601 0.340
H -8.240 -2.335 0.824 0.500
H 2.810 -2.648 1.346 0.267
H 2.340 -3.399 -0.206 0.449
H 3.348 -1.525 -1.452 0.237
H 4.566 -2.211 -0.356 0.455
H 6.870 -1.214 2.380 0.502
H 5.153 -1.461 2.018 0.311
H 6.396 -2.262 1.051 0.295
H 8.253 0.155 0.934 0.434
```

Results
Energy above the lowest of the compared OMol25 structures with the same formula, charge and spin: 4.1110 eV
Frontier orbital gap: 8.81 eV
Structure (SMILES): Cc1ccc(N2CCN(C(=O)c3cc(COc4c(C)cccc4C)on3)CC2)c(C)c1



Number 1: M 77.04 g mol⁻¹. Number 2: M 875.64 g mol⁻¹. Number 3: M 319.91 g mol⁻¹. Number 4: M 419.52 g mol⁻¹.